[1]
Molecular formula: C17H14BrClO2Ru
Method: DFT, wB97M-V/def2-TZVPD

The geometry in ORCA input format:
```
! RIJCOSX wB97M-V def2-TZVPD def2/J DEFGRID3
* xyz -1 6
C -2.078 -0.629 -1.525
C -2.048 -1.098 -0.184
C -2.114 0.022 0.689
H -2.154 -2.127 0.159
C -2.079 1.212 -0.095
C -2.050 0.829 -1.487
H -2.257 1.482 -2.342
H -2.241 -1.258 -2.402
H -2.374 -0.025 1.754
H -2.152 2.205 0.356
Ru -0.040 0.088 -0.855
Br 0.826 -1.188 -2.562
C 2.096 0.984 -4.661
C 1.002 1.765 -5.084
C -0.018 0.869 -5.627
H 0.894 2.844 -4.975
C 0.462 -0.456 -5.526
C 1.799 -0.406 -4.929
H 2.439 -1.267 -4.717
H 2.988 1.326 -4.147
H -1.008 1.170 -5.987
H -0.070 -1.380 -5.767
Cl 0.992 0.055 7.867
C 0.899 -0.113 6.130
C 0.966 -1.392 5.586
C 0.827 -1.576 4.208
C 0.643 -0.464 3.385
C 0.647 0.843 3.902
C 0.775 0.996 5.275
C 0.420 -0.710 1.891
O 0.258 -1.844 1.455
O 0.391 0.405 1.158
H 1.073 -2.252 6.229
H 0.927 -2.570 3.770
H 0.617 1.727 3.264
H 0.740 1.933 5.793
*
```

Summary:
* relative energy (zero: lowest compared OMol25 entry of this formula, charge and spin): 0.1580 eV
* HOMO-LUMO gap (alpha / beta): 5.7 / 5.8 eV
* HOMO energy (alpha / beta): -3.07 / -4.42 eV

[2]
Molecular formula: C21H31ClNO8
Method: DFT, wB97M-V/def2-TZVPD

The geometry in ORCA input format:
```
! RIJCOSX wB97M-V def2-TZVPD def2/J DEFGRID3
* xyz 0 2
C 2.502 0.094 6.008
C 2.010 0.313 4.822
C 1.754 0.450 3.220
C 1.966 -0.974 2.470
C 0.897 -2.104 2.909
O 0.035 -2.430 2.021
Cl 0.915 -2.926 4.558
C 0.253 1.038 3.005
C 0.015 1.642 1.527
C -0.532 3.149 1.691
C -1.229 0.780 0.883
N 1.155 1.471 0.578
O 0.926 2.066 -0.590
C 2.460 1.980 1.109
C 2.719 3.563 0.871
C 3.625 1.219 0.229
C 2.765 1.615 2.651
H 2.798 -0.204 7.085
H 3.013 -1.361 2.774
H 2.003 -0.872 1.311
H 0.158 1.932 3.745
H -0.527 0.263 3.335
H -0.733 3.614 0.656
H 0.095 3.818 2.390
H -1.576 3.061 2.202
H -1.920 0.350 1.691
H -0.711 -0.141 0.387
H -1.757 1.331 0.040
H 2.789 3.861 -0.236
H 1.992 4.250 1.431
H 3.772 3.780 1.322
H 3.242 0.905 -0.816
H 4.489 1.986 0.107
H 3.969 0.241 0.742
H 2.677 2.538 3.354
H 3.824 1.140 2.718
C 0.870 0.491 -3.068
C -0.300 -0.364 -3.501
C 0.068 -1.780 -3.831
O -0.957 -2.152 -4.744
C -1.368 -1.002 -5.355
O -2.093 -0.961 -6.309
O -0.843 0.095 -4.737
H 0.587 1.546 -3.051
H 1.217 0.203 -2.074
H 1.708 0.403 -3.767
H -1.096 -0.318 -2.749
H 0.060 -2.431 -2.954
H 1.034 -1.875 -4.338
C -3.240 -4.165 -1.578
C -3.846 -2.823 -1.226
C -4.585 -2.173 -2.357
O -4.493 -0.793 -2.021
C -3.352 -0.648 -1.289
O -2.863 0.408 -0.990
O -2.833 -1.862 -0.944
H -2.542 -4.486 -0.800
H -4.015 -4.926 -1.692
H -2.668 -4.110 -2.509
H -4.474 -2.918 -0.333
H -5.629 -2.489 -2.414
H -4.113 -2.322 -3.334
*
```

Summary:
* HOMO-LUMO gap (alpha / beta): 9.4 / 9.3 eV
* HOMO energy (alpha / beta): -9.20 / -9.83 eV

[3]
Molecular formula: C4H6ClN
Method: DFT, wB97M-V/def2-TZVPD

The geometry in ORCA input format:
```
! RIJCOSX wB97M-V def2-TZVPD def2/J DEFGRID3
* xyz 0 1
C -3.161 0.273 1.375
C -2.239 0.935 1.936
C 0.294 0.041 0.338
C 2.287 -0.279 -0.958
N 1.544 0.167 0.213
Cl -0.789 -0.629 -0.873
H -3.792 -0.505 1.809
H -3.548 0.577 0.304
H -0.184 0.093 1.329
H 3.205 0.246 -0.977
H 1.825 -0.056 -1.979
H 2.368 -1.271 -0.634
*
```

Summary:
* relative energy (zero: lowest compared OMol25 entry of this formula, charge and spin): 4.9022 eV
* HOMO-LUMO gap: 9.2 eV
* HOMO energy: -9.88 eV

[4]
Molecular formula: C3H7NO2
Method: DFT, wB97M-V/def2-TZVPD

The geometry in ORCA input format:
```
! RIJCOSX wB97M-V def2-TZVPD def2/J DEFGRID3
* xyz 0 1
O 0.485 -0.209 1.185
C 0.393 1.064 0.541
C -0.270 0.759 -0.813
N -1.041 -0.454 -0.548
C -0.159 -1.175 0.311
O 0.884 -1.750 -0.405
H 1.634 -1.334 0.045
H 1.384 1.517 0.426
H -0.223 1.723 1.165
H 0.481 0.498 -1.563
H -0.890 1.568 -1.200
H -1.873 -0.223 -0.011
H -0.701 -1.932 0.893
*
```

Summary:
* relative energy (zero: lowest compared OMol25 entry of this formula, charge and spin): 1.4893 eV
* HOMO-LUMO gap: 10.8 eV
* HOMO energy: -9.91 eV
* SMILES: O[C@@H]1NCCO1